# 1
An isolated molecule of C20H22N2O at a distorted geometry, computed with wB97M-V/def2-TZVPD.

Each line ends with the Löwdin charge.
Element x y z (Å)
C1 -2.45 1.19 -1.80  0.057
C2 -1.11 1.34 -1.45  -0.054
C3 -0.43 0.86 -0.15  -0.285
C4 -1.41 0.92 1.10  -0.098
N1 -0.75 0.55 2.34  -0.178
C5 -1.41 0.45 3.63  -0.064
C6 0.62 0.11 2.16  -0.255
C7 0.55 -1.05 1.16  0.006
C8 0.24 -0.48 -0.31  -0.211
C9 1.48 -0.41 -1.25  -0.106
N2 1.42 -1.01 -2.41  0.216
C10 0.26 -1.68 -2.36  -0.279
C11 -0.17 -2.66 -3.28  0.023
C12 -1.29 -3.48 -2.90  -0.074
C13 -2.01 -3.25 -1.70  -0.074
C14 -1.61 -2.13 -0.89  -0.014
C15 -0.44 -1.42 -1.20  -0.161
C16 2.48 0.68 -1.01  -0.210
C17 1.70 2.02 -0.85  -0.080
C18 0.68 1.90 0.29  -0.167
C19 1.38 1.37 1.62  -0.128
C20 2.93 0.99 1.43  -0.089
O1 3.25 0.28 0.16  -0.092
H1 -2.76 1.75 -2.71  0.065
H2 -3.22 0.64 -1.31  0.041
H3 -0.54 1.99 -2.10  0.085
H4 -2.38 0.44 0.93  0.108
H5 -1.75 1.97 1.19  0.124
H6 -2.29 -0.08 3.78  0.058
H7 -0.70 0.04 4.35  0.081
H8 -1.49 1.41 4.10  0.069
H9 1.04 -0.17 3.11  0.138
H10 -0.21 -1.80 1.46  0.130
H11 1.50 -1.59 1.29  0.127
H12 0.42 -2.77 -4.17  0.101
H13 -1.59 -4.37 -3.38  0.072
H14 -2.91 -3.88 -1.45  0.109
H15 -2.14 -2.10 0.08  0.111
H16 3.07 0.67 -1.89  0.132
H17 1.20 2.55 -1.65  0.099
H18 2.47 2.80 -0.57  0.140
H19 0.26 3.00 0.45  0.183
H20 1.24 2.13 2.27  0.101
H21 3.31 0.44 2.38  0.145
H22 3.54 1.88 1.51  0.097

For the relative energy (zero: lowest compared OMol25 entry of this formula, charge and spin), the calculation gives 515.6 kJ/mol. The total energy is -26120.7795 eV. As for the total charge: 0. As for the SMILES: C=C[C@@]12CN(C)[C@H]3C[C@]14C(=Nc1ccccc14)[C@H]1C[C@@H]2[C@@H]3CO1. The molar mass comes out at 306.4 g mol⁻¹. Its HOMO energy is -0.2843 hartree.



# 2
A structure of composition C4H8O3Sr at a distorted geometry, computed with wB97M-V/def2-TZVPD.

Each line ends with the Löwdin charge.
Element x y z (Å)
C1 -1.95 -2.31 0.72  -0.036
C2 -0.68 -1.53 0.48  -0.168
O1 -1.14 -0.23 0.00  -0.272
H1 -1.67 -3.31 1.08  0.115
H2 -2.55 -1.84 1.50  0.101
H3 -2.58 -2.34 -0.18  0.089
H4 -0.04 -1.95 -0.30  0.137
H5 -0.11 -1.39 1.40  0.146
Sr1 -1.56 1.32 -1.96  1.956
O2 -0.26 0.78 0.27  -0.134
O3 0.42 1.89 -0.67  -0.272
C3 1.58 2.12 -0.04  -0.221
C4 2.62 1.90 -0.88  0.113
H6 3.64 2.06 -0.56  0.079
H7 1.92 2.02 1.00  0.159
H8 2.35 2.80 -1.85  0.208

For the relative energy (zero: lowest compared OMol25 entry of this formula, charge and spin), the calculation gives 569.4 kJ/mol. The total energy is -11230.3816 eV. As for the total charge: +2. The molar mass comes out at 191.7 g mol⁻¹. Its HOMO energy (alpha / beta) is -0.6319 / -0.6332 hartree.



> Which value of total charge does entry 2 give?

+2



> Look up the total charge of the second one.

+2



Repeat the first record exactly.
An isolated molecule of C20H22N2O at a distorted geometry, computed with wB97M-V/def2-TZVPD.

Each line ends with the Löwdin charge.
Element x y z (Å)
C1 -2.45 1.19 -1.80  0.057
C2 -1.11 1.34 -1.45  -0.054
C3 -0.43 0.86 -0.15  -0.285
C4 -1.41 0.92 1.10  -0.098
N1 -0.75 0.55 2.34  -0.178
C5 -1.41 0.45 3.63  -0.064
C6 0.62 0.11 2.16  -0.255
C7 0.55 -1.05 1.16  0.006
C8 0.24 -0.48 -0.31  -0.211
C9 1.48 -0.41 -1.25  -0.106
N2 1.42 -1.01 -2.41  0.216
C10 0.26 -1.68 -2.36  -0.279
C11 -0.17 -2.66 -3.28  0.023
C12 -1.29 -3.48 -2.90  -0.074
C13 -2.01 -3.25 -1.70  -0.074
C14 -1.61 -2.13 -0.89  -0.014
C15 -0.44 -1.42 -1.20  -0.161
C16 2.48 0.68 -1.01  -0.210
C17 1.70 2.02 -0.85  -0.080
C18 0.68 1.90 0.29  -0.167
C19 1.38 1.37 1.62  -0.128
C20 2.93 0.99 1.43  -0.089
O1 3.25 0.28 0.16  -0.092
H1 -2.76 1.75 -2.71  0.065
H2 -3.22 0.64 -1.31  0.041
H3 -0.54 1.99 -2.10  0.085
H4 -2.38 0.44 0.93  0.108
H5 -1.75 1.97 1.19  0.124
H6 -2.29 -0.08 3.78  0.058
H7 -0.70 0.04 4.35  0.081
H8 -1.49 1.41 4.10  0.069
H9 1.04 -0.17 3.11  0.138
H10 -0.21 -1.80 1.46  0.130
H11 1.50 -1.59 1.29  0.127
H12 0.42 -2.77 -4.17  0.101
H13 -1.59 -4.37 -3.38  0.072
H14 -2.91 -3.88 -1.45  0.109
H15 -2.14 -2.10 0.08  0.111
H16 3.07 0.67 -1.89  0.132
H17 1.20 2.55 -1.65  0.099
H18 2.47 2.80 -0.57  0.140
H19 0.26 3.00 0.45  0.183
H20 1.24 2.13 2.27  0.101
H21 3.31 0.44 2.38  0.145
H22 3.54 1.88 1.51  0.097

For the relative energy (zero: lowest compared OMol25 entry of this formula, charge and spin), the calculation gives 515.6 kJ/mol. The total energy is -26120.7795 eV. As for the total charge: 0. As for the SMILES: C=C[C@@]12CN(C)[C@H]3C[C@]14C(=Nc1ccccc14)[C@H]1C[C@@H]2[C@@H]3CO1. The molar mass comes out at 306.4 g mol⁻¹. Its HOMO energy is -0.2843 hartree.